ORCA calculation (ωB97M-V/def2-TZVPD) on a structure of composition C20H46N3OP2PmS.

Structure (XYZ):
```
74
Properties=species:S:1:pos:R:3:lowdin_charge:R:1
Pm 0.5898 -0.8777 -0.0401 0.853
S -0.3843 1.5562 -0.4929 0.648
P -0.2756 -1.1987 -2.6493 0.911
P -0.0344 -0.8048 2.6068 0.888
O 2.8944 1.6005 -0.4656 0.113
N -0.9435 -3.0517 0.0191 -0.184
N -1.7958 3.6124 0.2747 -0.019
N 0.5052 3.7665 0.8380 -0.019
C 1.2878 -2.1595 4.5034 -0.105
C -0.9363 0.2379 -3.5877 -0.557
C 2.2302 -0.8212 -3.9841 -0.092
C 0.9529 1.1039 4.3117 -0.085
C -1.5586 -2.5638 -2.4210 -0.281
C -0.3913 0.5741 3.7440 -0.531
C 1.1875 -1.8978 -3.5490 -0.532
C -1.3426 -2.1227 2.3920 -0.299
C -0.0557 1.5245 -3.5740 -0.149
C -1.2929 -0.1896 -5.0116 -0.108
C -2.4214 4.6620 1.0733 -0.037
C 1.5044 -1.7163 3.0443 -0.546
C -1.0991 1.7138 3.0327 -0.135
C 0.5741 5.1918 1.0296 -0.046
C 0.7204 -2.8701 -4.6516 -0.110
C -0.5281 3.2030 0.1730 -0.627
C 2.1464 0.7098 -0.3375 -0.283
C -2.0554 -2.8769 -0.9763 -0.235
C -1.2018 -3.3807 1.4610 -0.211
C 2.8289 -0.9431 2.7524 -0.115
H 2.1385 -1.8758 5.1353 0.091
H -1.4606 -2.4762 3.4283 0.090
H -2.7256 -3.7563 -1.0619 0.133
H -1.0112 0.1445 4.5387 0.119
H -3.3905 4.2447 1.3524 0.102
H 3.1935 -0.4161 3.6500 0.083
H -0.3432 -2.7378 -4.9071 0.057
H -0.4470 2.0325 2.2259 0.007
H 2.7475 -0.2041 1.9239 0.023
H -1.1924 -3.4808 -2.9228 0.091
H -2.0684 1.4715 2.5809 0.090
H 1.6203 5.4853 1.0600 0.105
H -0.3900 -0.4553 -5.5816 0.080
H -2.6530 -2.0603 -0.5522 0.114
H -2.6047 5.5626 0.4765 0.105
H 0.3641 -1.7518 4.9536 0.068
H 0.8305 1.4721 -4.2294 0.074
H 1.3658 3.2133 0.9376 0.134
H 1.6093 1.3399 3.4467 0.077
H -1.1618 2.5552 3.7317 0.097
H -1.9966 -1.0339 -5.0135 0.076
H 1.5189 -2.6131 2.3938 0.088
H 1.7135 -2.4963 -2.7756 0.082
H -1.9074 4.9226 2.0033 0.086
H 0.8604 -3.9057 -4.3044 0.086
H -1.7772 0.6533 -5.5255 0.095
H 0.0750 5.6937 0.1952 0.110
H -0.6935 2.3884 -3.8375 0.096
H 3.6016 -1.6674 2.4382 0.096
H -2.2648 -1.6106 2.0602 0.089
H 0.7561 2.0525 4.8417 0.097
H 1.3170 -2.7802 -5.5713 0.095
H -1.8695 0.4876 -3.0417 0.103
H -2.4579 2.9343 -0.1227 0.131
H -0.4158 -4.0713 1.8166 0.125
H 2.2017 -1.9545 -0.1806 -0.106
H -0.3224 -3.7671 -0.3547 0.114
H -2.1306 -3.9653 1.5629 0.129
H -2.4378 -2.2484 -3.0069 0.094
H 1.4883 0.4307 5.0215 0.089
H 2.4195 -0.0842 -3.1761 0.060
H 3.2068 -1.3058 -4.1850 0.099
H 0.1177 5.4310 1.9926 0.088
H 1.9408 -0.2872 -4.9093 0.081
H 0.3188 1.7631 -2.5540 -0.043
H 1.2114 -3.2550 4.5311 0.091
```

Computed properties:
2S+1 = 5
net charge = +2
E_HOMO (spin up / spin down) = -0.504 / -0.503 Ha

***

ORCA calculation (ωB97M-V/def2-TZVPD) on a cluster of 11 separate species, C20H46N6O30S5 in total.

Structure (XYZ):
```
107
Properties=species:S:1:pos:R:3:lowdin_charge:R:1
S 5.8060 -0.6005 2.4673 0.671
S -0.9900 0.3517 4.0502 0.627
S -6.3921 2.7195 -3.2661 0.659
S 1.4072 1.4350 -6.3077 0.709
S 4.4144 -1.1000 -2.8845 0.677
O -5.9115 -2.6444 -4.8096 0.064
O 5.6094 0.3876 3.4878 -0.234
O -1.5892 1.2479 5.2469 -0.172
O -6.2731 1.0835 -3.2384 -0.187
O 4.5324 3.3071 -0.7856 0.062
O -3.6564 -4.6673 3.0751 -0.004
O 0.4999 2.1522 -5.0910 -0.180
O 4.9304 -1.6650 -4.0952 -0.206
O 5.1802 -2.0339 2.9945 -0.171
O 0.1594 0.9958 3.4705 -0.238
O -1.8048 2.7719 2.3090 0.055
O -7.1854 3.1766 -4.3616 -0.223
O -1.9668 -0.1183 3.1350 -0.222
O 4.7709 -0.4540 1.2123 -0.217
O 2.7694 2.6851 0.2534 0.063
O 7.1269 -0.6140 1.9088 -0.232
O 1.4000 0.0137 -6.1030 -0.229
O -4.8219 2.9289 -3.6115 -0.194
O 4.7938 0.5000 -2.7659 -0.209
O 1.0991 1.9386 -7.5989 -0.213
O 5.4247 -1.4520 -1.6522 -0.203
O -2.2708 -0.8366 -1.6170 -0.007
O 2.8886 2.0135 -5.7499 -0.201
O -2.5438 3.4077 0.3802 0.070
O -3.8365 -2.0196 -5.0134 0.064
O -0.6179 -3.0277 1.6176 0.076
O -0.5426 -0.8958 5.0209 -0.223
O 1.2071 -2.6949 2.6471 0.050
O -6.6991 3.2240 -1.9556 -0.237
O 3.0396 -1.2997 -2.5352 -0.219
N -4.6075 -2.6192 2.8008 -0.183
N 3.9661 2.8681 0.1923 -0.425
N -1.7401 3.4071 1.2832 -0.424
N 0.0542 -3.0836 2.6201 -0.412
N -0.2977 0.0761 -0.9003 -0.144
N -4.7561 -2.5609 -4.4327 -0.465
C -0.7349 -0.6351 6.3982 -0.165
C -5.1544 -1.4395 3.4414 -0.053
C 2.6979 2.6220 -4.4477 -0.165
C -0.4080 4.0497 0.9946 0.052
C 3.7983 -1.4704 1.2091 -0.182
C -4.0853 1.9598 -2.8454 -0.153
C -4.2390 -3.6969 3.5237 -0.350
C 6.0392 0.7236 -2.1252 -0.163
C -1.3484 -0.7444 -0.8132 -0.312
C -4.4285 -3.2390 -3.1612 0.040
C 4.4154 -2.6451 1.9816 -0.170
C -4.9827 0.7220 -2.7799 -0.180
C 0.9190 -0.1651 -0.1417 -0.054
C 1.2908 3.1494 -4.5503 -0.253
C 4.7993 2.6114 1.3960 0.049
C -0.4960 -3.7516 3.8254 0.055
C 6.5804 -0.6551 -1.7943 -0.180
C -0.2679 1.1315 -1.8938 -0.017
C -1.0431 0.8524 6.4966 -0.168
C -4.4458 -2.5682 1.3649 -0.035
H -4.5280 -3.6112 4.5834 0.132
H -5.5042 -1.6680 4.4514 0.083
H -4.0389 -3.4686 0.9225 0.090
H -5.2648 -3.2117 -2.4758 0.096
H 5.7624 1.2950 -1.2349 0.094
H 0.6728 1.1597 -2.4475 0.076
H 3.4862 -1.8644 0.2443 0.123
H -3.8563 2.4697 -1.9104 0.116
H 5.4647 1.8369 1.0286 0.071
H -5.0643 0.3145 -1.7676 0.129
H 4.2079 2.2583 2.2339 0.095
H 0.9440 0.2477 0.8720 0.079
H 2.7464 1.8182 -3.7101 0.106
H 3.6902 -3.3267 2.4246 0.124
H -3.5055 -2.7641 -2.8357 0.077
H -4.1907 -4.2549 -3.4799 0.106
H -1.0980 0.9454 -2.5684 0.077
H 1.3629 4.0111 -5.2292 0.136
H -3.8131 -1.7162 1.0930 0.084
H 1.0956 -1.2302 0.0171 0.076
H -1.0012 -4.6525 3.4912 0.098
H 6.7140 1.4092 -2.6390 0.142
H -4.6514 -0.1088 -3.4031 0.106
H -0.3170 2.1129 -1.4167 0.082
H 5.3368 3.4810 1.7619 0.112
H 0.1676 -0.8933 6.9501 0.137
H -3.1423 1.7230 -3.3341 0.120
H -5.4163 -2.3084 0.9286 0.090
H -1.3233 -1.4194 0.0531 0.115
H -5.9117 -0.9838 2.8099 0.093
H -0.5491 4.4351 -0.0134 0.089
H 3.4789 3.3592 -4.2975 0.138
H 0.9077 3.5176 -3.5991 0.133
H 7.3157 -1.0679 -2.4885 0.134
H 5.0319 -3.3012 1.3555 0.137
H 0.2754 -3.9934 4.5487 0.101
H 7.1216 -0.6492 -0.8463 0.124
H 2.9422 -1.0515 1.7426 0.115
H -4.3893 -0.6977 3.6960 0.069
H -0.1443 1.4382 6.7117 0.133
H -0.2035 4.9162 1.6171 0.098
H -1.5662 -1.2480 6.7550 0.133
H -1.7138 1.1311 7.3075 0.137
H 1.7761 0.2228 -0.6866 0.068
H 0.3748 3.3003 1.0287 0.075
H -1.1654 -3.0282 4.2790 0.080
```

Computed properties:
2S+1 = 1
E_HOMO = -0.344 Ha
SMILES = C[N+](=O)[O-].C[N+](=O)[O-].C[N+](=O)[O-].C[N+](=O)[O-].O=S1(=O)OCCO1.O=S1(=O)OCCO1.O=S1(=O)OCCO1.O=S1(=O)OCCO1.O=S1(=O)OCCO1.CN(C)C=O.CN(C)C=O
energy relative to the best compared isomer or geometry (same formula, charge and spin) = 0.0 kJ/mol

***

ORCA calculation (ωB97M-V/def2-TZVPD) on a structure of composition C20H46N6O8Sr.

Structure (XYZ):
```
81
Properties=species:S:1:pos:R:3:lowdin_charge:R:1
Sr 0.3810 -0.1968 -0.8972 1.513
O 1.9353 -1.8071 -2.1439 -0.428
O -1.1537 1.9914 -1.1105 -0.055
O 1.0624 0.9464 -3.0727 -0.162
O 1.6148 1.6736 0.4020 -0.075
O -0.2896 -2.9019 -0.0120 -0.068
O -1.2969 -0.3251 0.9766 -0.123
O -1.6559 -0.9341 -2.1328 -0.107
O 1.7926 -1.2025 0.9134 -0.130
N -1.8699 0.3512 3.2092 -0.187
N 3.5945 -0.8533 2.3905 -0.144
N 2.9587 3.6220 0.5690 -0.171
N -0.3905 -5.1111 -0.7277 -0.196
N -3.7543 -1.8024 -2.5918 -0.147
N -1.7606 4.1871 -0.6816 -0.161
C 3.7519 3.0528 1.6437 -0.046
C 3.0149 5.0426 0.3939 -0.037
C -2.6964 5.0065 0.0469 -0.061
C 0.1168 -6.1234 -1.6162 -0.052
C -2.7400 -0.8784 -2.6942 -0.288
C -1.8106 2.8435 -0.5536 -0.315
C -0.6735 4.8295 -1.4387 -0.019
C -1.6597 -5.4492 -0.1379 -0.042
C -0.6192 1.1224 3.4107 -0.009
C 4.9744 -1.1441 2.7663 -0.071
C 1.9700 2.8076 0.1272 -0.291
C -5.0040 -1.5853 -3.4470 -0.022
C -2.0422 -0.2780 1.9815 -0.239
C 2.7868 -0.0451 3.4144 -0.015
C 0.1936 -3.9209 -0.5634 -0.288
C -2.9383 0.4608 4.1643 -0.065
C 2.0344 -1.5020 -3.5551 -0.329
C 1.8912 0.0602 -3.8700 -0.232
C 2.9606 -1.4349 1.3068 -0.237
C -3.6096 -3.1623 -1.9670 -0.025
H 1.1729 -3.8837 -1.0652 0.127
H -3.8884 0.0938 3.7761 0.094
H 5.6479 -0.4599 2.2501 0.083
H 4.8020 3.2033 1.3933 0.097
H 3.5487 3.5712 2.5808 0.102
H 5.3969 -2.0932 2.4365 0.087
H -3.0340 -0.7527 1.9251 0.140
H 3.3165 5.2829 -0.6256 0.104
H -5.1066 -2.5917 -3.8528 0.078
H -1.6555 -6.4907 0.1836 0.093
H 0.0493 1.1903 2.5525 0.071
H -2.6936 -3.1850 -1.3766 0.061
H -4.9765 -0.8397 -4.2416 0.083
H -1.0395 5.7480 -1.8977 0.095
H -1.7243 -4.8772 0.7877 0.098
H 2.5790 1.0004 3.1871 0.054
H -2.5777 2.4542 0.1336 0.145
H -1.1442 2.0605 3.5909 0.088
H -3.1444 1.4930 4.4473 0.086
H 1.5704 0.1963 -4.9029 0.105
H -3.6120 4.4846 0.3254 0.089
H 0.2088 -7.0250 -1.0105 0.091
H -0.5528 -6.3546 -2.4445 0.091
H 0.2187 5.0794 -0.8647 0.060
H -0.3598 4.1221 -2.2063 0.096
H 3.8333 5.3460 1.0467 0.094
H -2.6350 0.0025 5.1056 0.095
H 1.3615 -2.1253 -4.1441 0.090
H 3.7686 -2.0111 0.8299 0.148
H -5.8432 -1.3417 -2.7955 0.081
H 2.8712 0.5280 -3.9644 0.125
H 2.0835 5.4817 0.7513 0.094
H -4.4571 -3.2724 -1.2905 0.093
H 1.2498 3.3501 -0.5047 0.114
H -2.4501 -5.2177 -0.8519 0.070
H -2.9673 -0.0432 -3.3746 0.144
H 1.0303 -5.8102 -2.1217 0.096
H 2.9564 -1.9497 -3.9259 0.088
H -3.6323 -3.9921 -2.6735 0.090
H 5.2016 -1.0637 3.8293 0.086
H 3.3841 0.0007 4.3250 0.078
H 1.8710 -0.5861 3.6524 0.081
H -2.2550 5.4025 0.9614 0.092
H 3.7666 1.9792 1.8317 0.065
H -3.1129 5.8100 -0.5607 0.093
H -0.0959 0.7460 4.2897 0.088
```

Computed properties:
2S+1 = 2
net charge = +1
E_HOMO (spin up / spin down) = -0.344 / -0.326 Ha

***

Question: Which of these has the lowest 2S+1?
Answer: C20H46N6O30S5

***

Question: Which formula does entry 3 have?
Answer: C20H46N6O8Sr

***

Question: Among the records above, which one has the lowest 2S+1?
Answer: C20H46N6O30S5